1.
ORCA calculation (the ωB97M-V functional and the def2-TZVPD basis) on a 4-piece molecular cluster, C6H17NO4 overall.

ORCA input file:
```
! RIJCOSX wB97M-V def2-TZVPD def2/J DEFGRID3
* xyz -1 2
O -2.100 -2.611 1.110
O -2.619 -0.140 -0.215
O 1.424 2.477 2.226
O 3.733 0.594 1.568
N -1.143 -2.337 -1.763
C -0.368 -1.475 -0.910
C 0.877 0.481 -0.181
C 0.636 2.451 1.307
C 0.115 -0.291 -1.301
C -0.064 1.316 0.732
C 0.284 0.276 -2.681
H -0.980 1.322 0.146
H -0.523 -0.120 -3.300
H -3.530 0.065 0.085
H -0.483 0.594 1.457
H -0.551 -2.650 -2.523
H 3.543 0.699 0.619
H 0.602 3.341 0.623
H -0.203 -1.879 0.097
H 1.215 -0.063 -3.141
H 1.620 1.137 -0.636
H 1.587 -0.077 0.440
H 3.418 1.418 1.968
H 0.287 1.352 -2.951
H -2.623 -2.780 1.900
H -2.664 -2.072 0.524
H -1.525 -3.034 -1.134
H -2.616 0.280 -1.109
*
```

For the HOMO-LUMO gap (alpha / beta), the calculation gives 0.0984 / 0.3012 hartree. The value obtained for the energy above the lowest of the compared OMol25 structures with the same formula, charge and spin is 0.00 kcal per mole.

These are the natural (NBO) partial charges, in e, on atoms 1 to 5: O -1.063; O -1.447; O -0.577; O -0.950; N -0.871

2.
ORCA calculation (the ωB97M-V functional and the def2-TZVPD basis) on a 4-piece molecular cluster, C6H17NO4 overall.

ORCA input file:
```
! RIJCOSX wB97M-V def2-TZVPD def2/J DEFGRID3
* xyz 1 2
O -2.299 -1.600 0.204
O -2.190 -1.208 3.078
O 0.023 -0.041 -3.900
O 0.616 -1.093 2.536
N 1.640 -1.154 0.594
C 0.678 1.011 1.400
C 2.022 -0.759 -0.740
C -0.445 1.554 -0.879
C 0.972 -0.424 1.562
C 0.482 2.286 -1.451
C -0.683 1.213 0.563
H -2.204 -2.536 0.036
H -1.242 0.282 0.642
H -0.744 -0.148 -3.318
H 1.756 -2.162 0.721
H -1.239 1.997 1.073
H 1.413 1.530 0.788
H -3.211 -1.539 0.534
H 2.801 0.007 -0.729
H -1.358 -1.280 2.635
H 1.150 -0.330 -1.245
H -1.350 1.263 -1.420
H 1.381 2.722 -1.019
H 2.313 -1.639 -1.299
H 0.548 1.447 2.382
H -1.921 -1.034 4.006
H 0.590 2.441 -2.519
H 0.501 -0.807 -4.234
*
```

For the HOMO-LUMO gap (alpha / beta), the calculation gives 0.3675 / 0.1707 hartree. The value obtained for the energy above the lowest of the compared OMol25 structures with the same formula, charge and spin is 41.23 kcal per mole.

These are the natural (NBO) partial charges, in e, on atoms 1 to 5: O -0.968; O -0.934; O -0.976; O -0.392; N -0.197

3.
ORCA calculation (the ωB97M-V functional and the def2-TZVPD basis) on a 2-piece molecular cluster, C6H17NOS overall.

ORCA input file:
```
! RIJCOSX wB97M-V def2-TZVPD def2/J DEFGRID3
* xyz -1 2
S -1.397 -0.990 -2.896
O 1.716 1.893 -1.861
N 0.643 -0.003 0.289
C -0.703 -0.186 -0.222
C -1.745 -0.516 0.893
C 1.784 0.400 3.794
C -0.726 -1.383 -1.175
C 0.896 0.933 1.406
C 0.505 0.455 2.778
H -1.397 -1.269 1.594
H 1.933 1.185 1.308
H 0.898 -0.972 0.545
H 1.350 0.551 4.626
H -0.217 1.249 3.311
H -0.020 -0.458 2.656
H 2.372 1.212 3.431
H -1.118 -2.331 -0.767
H 2.254 -0.591 3.697
H 0.347 -1.453 -1.442
H 1.404 1.184 -1.278
H -2.678 -0.810 0.444
H -1.842 0.364 1.488
H -0.826 0.265 -3.128
H 0.356 1.942 1.140
H -1.079 0.663 -0.760
H 2.314 1.752 -2.504
*
```

For the HOMO-LUMO gap (alpha / beta), the calculation gives 0.0738 / 0.3298 hartree. The value obtained for the energy above the lowest of the compared OMol25 structures with the same formula, charge and spin is 42.28 kcal per mole.

These are the natural (NBO) partial charges, in e, on atoms 1 to 5: S -0.255; O -1.003; N -0.699; C -0.084; C -0.807

4.
ORCA calculation (the ωB97M-V functional and the def2-TZVPD basis) on an isolated ion of composition C6H17P2 and charge +1.

ORCA input file:
```
! RIJCOSX wB97M-V def2-TZVPD def2/J DEFGRID3
* xyz 1 1
P 2.624 -1.887 1.556
P -0.810 0.641 0.054
C 0.237 -1.647 -1.212
C -2.541 0.176 0.342
C -0.275 1.840 1.363
C 0.249 -0.923 0.099
C 1.738 -0.454 0.535
C -0.844 1.361 -1.650
H 0.138 1.902 -1.809
H 2.893 -2.719 0.463
H -1.384 0.817 -2.435
H 0.914 -2.607 -1.122
H 0.820 -1.019 -1.935
H -2.926 -0.383 -0.591
H -0.773 -1.792 -1.609
H 3.951 -1.461 1.287
H -3.037 1.171 0.558
H -2.612 -0.602 1.154
H 2.347 -0.193 -0.350
H 0.795 2.194 1.175
H 1.726 0.447 1.252
H -0.081 -1.361 1.004
H -0.568 1.472 2.349
H -1.621 2.264 -1.689
H -0.958 2.762 1.210
*
```

For the HOMO-LUMO gap, the calculation gives 0.3773 hartree. The value obtained for the energy above the lowest of the compared OMol25 structures with the same formula, charge and spin is 0.00 kcal per mole.

These are the natural (NBO) partial charges, in e, on atoms 1 to 5: P 0.293; P 1.512; C -0.637; C -0.979; C -0.960

Which formula does entry 4 have? C6H17P2

What is the energy above the lowest of the compared OMol25 structures with the same formula, charge and spin in the second record? 41.23 kcal per mole